(1)
The following is a quantum chemistry calculation of one molecule with the formula CH3N3S2, from the OMol25 dataset.

Each line ends with the natural charge from an NBO analysis.
Element x y z (Å)
N 1.237 1.004 0.632  -0.701
N 0.038 0.585 -0.592  -0.292
N 0.127 -0.742 -0.742  -0.262
C -0.783 -1.422 -0.209  -0.095
S -2.149 -0.604 0.566  0.099
S -1.424 1.244 -0.020  0.327
H 1.515 1.882 0.295  0.332
H 2.162 0.561 0.550  0.346
H -0.724 -2.509 -0.479  0.246

The calculation puts the energy above the lowest of the compared OMol25 structures with the same formula, charge and spin at 177.3 kJ/mol. The calculation puts the gap between HOMO and LUMO at 8.14 eV. As for the SMILES: NN1N=CSS1. As for the HOMO energy: -8.03 eV.



(2)
The following is a quantum chemistry calculation of one molecule with the formula C6H6, from the OMol25 dataset.

Each line ends with the natural charge from an NBO analysis.
Element x y z (Å)
C -1.866 0.903 -0.081  -0.435
C -0.848 0.074 -0.040  -0.019
C -0.619 -1.388 -0.018  -0.167
C 0.711 -1.419 -0.097  -0.221
C 0.896 0.045 -0.065  0.025
C 1.886 0.892 -0.022  -0.439
H -1.777 1.937 -0.250  0.204
H -2.961 0.830 0.185  0.217
H -1.392 -2.279 0.135  0.213
H 1.422 -2.167 -0.119  0.214
H 1.706 1.981 0.279  0.211
H 2.843 0.592 0.092  0.199

The calculation puts the energy above the lowest of the compared OMol25 structures with the same formula, charge and spin at 404.8 kJ/mol. The calculation puts the gap between HOMO and LUMO at 9.74 eV. As for the SMILES: C=C1C=CC1=C. As for the HOMO energy: -8.81 eV.



(3)
The following is a quantum chemistry calculation of a 3-piece molecular cluster, C3H12N2O3 overall, from the OMol25 dataset.

Each line ends with the natural charge from an NBO analysis.
Element x y z (Å)
N -0.819 -1.281 -1.121  -0.858
C -0.731 -0.136 -0.197  -0.233
C -2.043 0.605 -0.162  -0.525
C -2.172 1.944 0.333  0.658
N -1.734 2.198 1.626  -0.840
O -2.657 2.911 -0.252  -0.617
H -1.756 -1.413 -1.541  0.351
H -0.680 -2.220 -0.853  0.364
H -0.291 -0.588 0.749  0.218
H 0.010 0.511 -0.811  0.204
H -2.911 0.109 0.532  0.227
H -2.533 0.718 -1.192  0.254
H -1.916 3.193 1.994  0.416
H -1.529 1.451 2.201  0.379
O 4.185 -2.349 -2.153  -0.935
H 3.587 -1.693 -2.399  0.465
H 3.974 -3.103 -2.777  0.470
O 2.990 -0.466 2.138  -0.934
H 3.339 0.438 2.283  0.466
H 3.686 -0.828 1.601  0.468

The calculation puts the energy above the lowest of the compared OMol25 structures with the same formula, charge and spin at 199.2 kJ/mol. The calculation puts the gap between HOMO and LUMO at 9.93 eV. As for the SMILES: NCCC(N)=O.O.O. As for the HOMO energy: -9.29 eV.



(4)
The following is a quantum chemistry calculation of a 2-piece molecular cluster, C4H4N4S overall, from the OMol25 dataset.

Each line ends with the natural charge from an NBO analysis.
Element x y z (Å)
C -2.147 0.164 0.869  -0.026
C -2.644 0.177 -0.452  -0.462
C -0.488 -0.770 -0.155  -0.115
C 0.845 -1.249 -0.259  0.274
N -0.966 -0.374 1.025  -0.356
N 1.864 -1.908 -0.256  -0.351
N 2.914 0.814 -0.048  -0.376
N 1.832 1.166 -0.369  -0.245
S -1.562 -0.552 -1.515  0.529
H -2.774 0.553 1.590  0.207
H -3.546 0.639 -0.664  0.239
H 2.905 -0.026 0.528  0.358
H 3.768 1.365 -0.293  0.325

The calculation puts the energy above the lowest of the compared OMol25 structures with the same formula, charge and spin at 197.7 kJ/mol. The calculation puts the gap between HOMO and LUMO at 7.92 eV. As for the HOMO energy: -8.10 eV.



(5)
The following is a quantum chemistry calculation of one molecule with the formula C5H8N2, from the OMol25 dataset.

Each line ends with the natural charge from an NBO analysis.
Element x y z (Å)
C -2.429 -0.652 0.148  -0.636
C -1.051 -0.070 0.053  0.134
C -0.677 1.288 -0.052  -0.353
C 0.697 1.265 -0.127  -0.042
N 1.068 -0.033 -0.068  -0.163
C 2.405 -0.580 -0.054  -0.397
N 0.018 -0.859 0.048  -0.283
H -2.692 -1.191 -0.769  0.223
H -3.173 0.135 0.303  0.215
H -2.502 -1.361 0.978  0.226
H -1.324 2.155 -0.075  0.227
H 1.429 2.056 -0.218  0.215
H 3.110 0.199 -0.353  0.207
H 2.458 -1.412 -0.759  0.219
H 2.664 -0.941 0.946  0.208

The calculation puts the energy above the lowest of the compared OMol25 structures with the same formula, charge and spin at 44.4 kJ/mol. The calculation puts the gap between HOMO and LUMO at 10.00 eV. As for the SMILES: Cc1ccn(C)n1. As for the HOMO energy: -8.96 eV.



(6)
The following is a quantum chemistry calculation of one molecule with the formula C7H14O2, from the OMol25 dataset.

Each line ends with the natural charge from an NBO analysis.
Element x y z (Å)
C 2.071 -1.493 -0.976  -0.562
C 1.365 -0.407 -0.687  0.357
O 1.753 0.836 -1.190  -0.746
C -0.077 -0.167 0.326  -0.026
C 0.408 0.882 1.320  -0.632
C -0.389 -1.476 1.037  -0.625
C -1.131 0.164 -0.699  0.106
C -2.084 1.226 0.152  -0.651
O -0.774 0.686 -1.918  -0.713
H 1.782 -2.461 -0.609  0.217
H 2.960 -1.443 -1.595  0.198
H 2.559 0.744 -1.717  0.486
H 0.573 1.839 0.835  0.224
H -0.279 0.985 2.158  0.212
H 1.347 0.541 1.751  0.221
H -1.128 -1.309 1.819  0.215
H -0.762 -2.234 0.352  0.217
H 0.514 -1.865 1.503  0.220
H -1.772 -0.700 -0.890  0.175
H -2.330 0.952 1.172  0.200
H -1.627 2.209 0.083  0.204
H -3.012 1.252 -0.414  0.210
H 0.033 1.240 -1.813  0.491

The calculation puts the energy above the lowest of the compared OMol25 structures with the same formula, charge and spin at 193.6 kJ/mol. The calculation puts the gap between HOMO and LUMO at 9.88 eV. As for the SMILES: C=C(O)C(C)(C)[C@@H](C)O. As for the HOMO energy: -9.18 eV.



(7)
The following is a quantum chemistry calculation of one molecule with the formula C5H10O2, from the OMol25 dataset.

Each line ends with the natural charge from an NBO analysis.
Element x y z (Å)
C 2.188 0.132 -0.474  -0.617
C 0.772 -0.033 0.195  -0.234
C -0.714 -0.838 0.849  0.166
O -1.599 -1.745 0.255  -0.709
C -1.274 0.566 0.584  -0.466
C -0.282 0.752 -0.549  0.068
O -0.619 -0.039 -1.680  -0.716
H 2.992 0.208 0.272  0.205
H 2.154 1.142 -0.929  0.210
H 2.524 -0.530 -1.274  0.219
H 0.956 0.383 1.186  0.183
H -0.542 -1.125 1.893  0.167
H -1.585 -2.598 0.704  0.477
H -1.057 1.253 1.405  0.214
H -2.334 0.619 0.323  0.211
H -0.026 1.765 -0.885  0.154
H -1.556 0.086 -1.875  0.469

The calculation puts the energy above the lowest of the compared OMol25 structures with the same formula, charge and spin at 375.5 kJ/mol. The calculation puts the gap between HOMO and LUMO at 9.98 eV. As for the SMILES: C[C@@H]1[C@H](O)C[C@@H]1O. As for the HOMO energy: -9.18 eV.



(8)
The following is a quantum chemistry calculation of a 3-piece molecular cluster, C4H13NO2 overall, from the OMol25 dataset.

Each line ends with the natural charge from an NBO analysis.
Element x y z (Å)
C -0.652 0.101 0.128  -0.619
C 0.778 0.539 -0.135  -0.153
C 1.140 1.962 -0.100  -0.621
C 1.696 -0.484 -0.201  0.021
N 1.545 -1.558 -1.040  -0.806
H -0.685 -0.607 0.968  0.168
H -1.295 0.940 0.413  0.220
H -1.113 -0.533 -0.638  0.217
H 0.508 2.465 0.647  0.199
H 2.202 2.182 0.037  0.218
H 0.916 2.454 -1.058  0.210
H 2.396 -0.725 0.608  0.179
H 1.255 -1.312 -1.966  0.384
H 2.180 -2.343 -1.027  0.383
O -4.297 -0.301 -2.058  -0.939
H -5.227 -0.345 -1.797  0.470
H -3.980 -1.210 -2.104  0.469
O 1.186 -0.171 3.022  -0.934
H 0.851 -0.429 3.887  0.465
H 0.595 -0.624 2.412  0.470

The calculation puts the energy above the lowest of the compared OMol25 structures with the same formula, charge and spin at 262.3 kJ/mol. The calculation puts the gap between HOMO and LUMO at 7.27 eV. As for the SMILES: CC(C)=CN.O.O. As for the HOMO energy: -6.50 eV.



The highest gap between HOMO and LUMO belongs to which entry?
C5H8N2



The highest gap between HOMO and LUMO belongs to which entry?
C5H8N2



Please write out number 3 again, unchanged.
The following is a quantum chemistry calculation of a 3-piece molecular cluster, C3H12N2O3 overall, from the OMol25 dataset.

Each line ends with the natural charge from an NBO analysis.
Element x y z (Å)
N -0.819 -1.281 -1.121  -0.858
C -0.731 -0.136 -0.197  -0.233
C -2.043 0.605 -0.162  -0.525
C -2.172 1.944 0.333  0.658
N -1.734 2.198 1.626  -0.840
O -2.657 2.911 -0.252  -0.617
H -1.756 -1.413 -1.541  0.351
H -0.680 -2.220 -0.853  0.364
H -0.291 -0.588 0.749  0.218
H 0.010 0.511 -0.811  0.204
H -2.911 0.109 0.532  0.227
H -2.533 0.718 -1.192  0.254
H -1.916 3.193 1.994  0.416
H -1.529 1.451 2.201  0.379
O 4.185 -2.349 -2.153  -0.935
H 3.587 -1.693 -2.399  0.465
H 3.974 -3.103 -2.777  0.470
O 2.990 -0.466 2.138  -0.934
H 3.339 0.438 2.283  0.466
H 3.686 -0.828 1.601  0.468

The calculation puts the energy above the lowest of the compared OMol25 structures with the same formula, charge and spin at 199.2 kJ/mol. The calculation puts the gap between HOMO and LUMO at 9.93 eV. As for the SMILES: NCCC(N)=O.O.O. As for the HOMO energy: -9.29 eV.



Which of these has the highest gap between HOMO and LUMO?
C5H8N2